A molecular structure, C30H41BF4N6ScSe in a non-equilibrium geometry. Source: the OMol25 dataset; level of theory: ωB97M-V with the def2-TZVPD basis set.

Geometry as XYZ:
```
84
Properties=species:S:1:pos:R:3:forces:R:3
Sc 0.423160 0.182388 1.310993 -0.2 1.2 -0.4
C 0.877602 -4.116683 0.087775 0.3 0.1 -1.6
C 0.620283 -2.640645 0.110022 0.0 -0.8 1.2
N 0.629429 -1.984933 1.202201 0.0 0.1 -0.2
C 0.975132 -2.531169 2.487453 -1.0 -1.5 0.6
C 2.168055 -1.815156 3.078404 0.3 0.1 1.1
N 2.481774 -0.617674 2.275444 0.8 0.2 -0.4
C 3.286034 0.412655 2.992899 -0.5 0.2 1.3
C 2.469654 1.713144 3.191139 0.4 -0.3 0.2
N 1.794283 1.988664 1.923041 0.1 0.4 -0.4
C 0.791202 3.081293 1.802851 0.3 0.4 0.9
C 0.525055 3.254223 0.321335 -0.1 -0.6 -0.1
N 0.487162 1.909234 -0.266850 -0.3 0.1 -0.6
C 0.222886 1.732375 -1.514010 0.5 0.8 0.8
C -0.151009 2.840462 -2.442651 0.3 -0.8 -0.2
C 0.206924 0.319267 -1.916449 -0.3 -0.8 0.2
C -0.050628 -0.198223 -3.171931 0.0 1.4 -1.0
C -0.138207 -1.547431 -3.393664 -0.2 -0.2 -0.8
C -0.002251 -2.392601 -2.328051 0.3 -0.7 0.5
C 0.309059 -1.846750 -1.086361 -0.1 0.1 -0.8
N 0.381595 -0.525758 -0.901631 0.3 -0.5 0.5
H 1.490365 -4.504769 0.881074 0.1 0.2 0.4
H 1.378692 -4.411331 -0.846063 -0.3 0.1 0.2
H -0.069775 -4.626241 0.113763 -0.5 -0.3 0.0
H 1.085935 -3.634255 2.495701 0.2 0.7 -0.1
H 0.117523 -2.356871 3.147821 0.1 0.1 -0.2
H 3.022682 -2.496948 3.197096 0.0 0.3 -0.2
H 1.864425 -1.517775 4.099439 0.4 0.2 -0.5
H 3.023167 -0.928445 1.464131 -0.1 0.1 0.2
H 4.244309 0.662090 2.530389 -0.2 -0.3 -0.5
H 3.539717 0.031952 3.998817 0.0 0.1 -0.4
H 3.176883 2.497476 3.472823 -0.1 0.2 0.0
H 1.755116 1.611069 4.003404 0.0 0.0 -0.2
H 2.534735 2.200559 1.244146 -0.3 -0.2 0.0
H 1.118372 4.058067 2.214446 0.1 -0.6 0.0
H -0.100979 2.808750 2.400059 0.3 0.0 -0.5
H 1.325200 3.831039 -0.160110 -0.1 0.0 0.0
H -0.431594 3.753545 0.202085 -0.1 0.2 -0.3
H -1.138044 3.152171 -2.138647 -0.5 0.3 0.0
H -0.160306 2.503356 -3.483783 -0.1 0.2 0.3
H 0.533022 3.675115 -2.350051 0.1 0.2 0.0
H -0.192146 0.462128 -4.023418 0.1 0.0 0.2
H -0.299090 -1.929480 -4.410547 -0.1 0.2 0.6
H -0.110305 -3.453800 -2.494532 0.1 -0.1 0.3
N 3.753445 0.832406 -2.044929 -0.2 -0.6 0.2
C 3.368835 2.036852 -2.682579 0.7 0.2 -0.3
C 3.641247 3.311237 -2.117120 -0.5 -0.9 -0.7
C 3.260946 4.466937 -2.793533 0.0 -0.7 0.3
C 2.602104 4.358382 -4.008920 -0.1 -0.2 0.2
C 2.336126 3.124918 -4.584616 0.4 -0.3 0.1
C 2.766217 1.966727 -3.942551 -0.5 -0.1 0.2
H 4.689710 0.785469 -1.667114 0.0 0.4 0.0
H 3.605431 -0.032263 -2.576970 -0.1 0.8 0.1
H 4.157469 3.356855 -1.180799 0.2 0.1 0.5
H 3.453051 5.440636 -2.357046 0.0 -0.1 -0.1
H 2.271903 5.250277 -4.469242 -0.3 0.8 -0.6
H 1.830502 3.043166 -5.545671 0.1 0.1 0.2
H 2.578695 0.975509 -4.375668 0.1 0.4 0.1
C -6.287131 -3.893961 -0.391417 0.0 -0.1 -0.6
C -5.179075 -2.919782 -0.133768 -0.4 -0.4 0.1
C -4.784018 -2.030285 -1.102844 -0.4 0.3 -1.2
C -3.848835 -1.033980 -0.870804 0.7 0.4 0.7
C -3.580427 -0.069958 -1.979548 -0.6 0.2 -0.1
C -3.193022 -0.962075 0.378891 -0.6 -0.2 -0.6
Se -2.150312 0.615763 0.839184 0.0 -0.4 0.0
C -3.518791 -1.946281 1.322623 0.0 0.5 0.4
C -2.833540 -1.975163 2.653034 0.3 -0.3 -0.4
C -4.553559 -2.852294 1.092332 1.1 -0.3 0.4
H -6.466271 -3.997935 -1.469665 0.1 0.0 0.2
H -7.214107 -3.531698 0.040611 -0.2 -0.1 0.2
H -6.054384 -4.881377 0.005444 -0.1 0.0 0.1
H -5.273993 -2.056796 -2.103663 0.4 0.0 0.8
H -4.531047 0.223588 -2.422368 0.0 0.2 0.0
H -3.044339 -0.570966 -2.760844 0.5 -0.3 -0.6
H -3.036991 0.822562 -1.690247 0.0 0.0 0.2
H -1.762808 -1.786361 2.545906 -0.1 -0.1 0.0
H -2.985796 -2.965432 3.069916 0.1 0.0 0.5
H -3.199939 -1.196777 3.303465 -0.2 0.2 0.4
H -4.746601 -3.576657 1.888881 -0.2 0.2 -0.3
F -0.037831 0.028081 3.320655 -0.1 -0.2 -0.7
B -0.474939 0.665110 4.638689 0.1 -0.7 0.9
F -1.555096 -0.014213 5.122924 0.1 0.2 -0.5
F -0.677662 1.977466 4.316418 0.0 0.2 0.2
F 0.659736 0.408230 5.412949 -0.1 0.4 0.0
```
Forces are in eV/Å.

Results
HOMO-LUMO gap (alpha / beta): 0.209 / 0.208 Ha
energy relative to the best compared isomer or geometry (same formula, charge and spin): 77.4 kJ/mol
E_HOMO (alpha / beta): -9.60 / -9.60 eV
net charge: +1

---

4 unconnected molecules or ions with the total composition C30H41ClIN4O9S in a non-equilibrium geometry. Source: the OMol25 dataset; level of theory: ωB97M-V with the def2-TZVPD basis set.

Geometry as XYZ:
```
87
Properties=species:S:1:pos:R:3:forces:R:3
C 1.731789 0.114715 -1.773780 1.1 1.4 0.6
O 0.318544 -0.290237 -1.818441 0.8 -0.5 -1.5
C -0.076322 -0.806837 -3.137551 0.9 0.5 -1.2
C -0.691525 0.415667 -4.036230 -0.2 0.9 0.1
C -2.363564 0.487496 -4.008989 1.6 -0.8 0.0
C -2.767822 0.835901 -2.468558 4.2 -0.4 -0.6
N -4.097586 1.494669 -2.236512 -1.0 -2.5 0.5
C -4.599414 2.456633 -3.261933 -2.3 0.7 -1.7
C -3.783963 3.693996 -3.809508 -1.4 2.1 -2.1
C -3.941027 3.723025 -5.478590 0.4 1.4 0.5
Cl -2.019784 3.966987 -3.445731 -1.2 -0.6 0.1
C -4.233863 1.928589 -0.787136 -0.9 2.1 2.7
C -3.785643 3.460724 -0.430833 0.7 0.1 0.3
C -2.215474 3.651290 0.013813 0.2 1.0 1.0
I -4.923144 3.906860 1.451250 0.3 -0.2 -1.0
C -5.135042 0.349938 -2.389945 -1.1 -0.2 -2.3
S -5.207252 -0.898766 -1.034551 -8.1 -5.2 2.4
O -5.701760 -2.263009 -1.647139 3.1 5.0 1.1
O -6.336625 -0.481349 -0.013528 5.1 -0.1 -3.3
H 1.802866 1.048020 -1.040552 -0.2 -2.1 -1.5
H 2.161107 0.478477 -2.805026 -1.1 -0.8 1.8
H 2.458307 -0.698076 -1.345716 -1.6 1.3 -0.9
H -0.870441 -1.663008 -3.042083 1.7 1.5 0.0
H 0.915307 -1.176010 -3.683656 -2.3 0.4 1.1
H -0.356024 0.422389 -5.164686 -0.7 -0.4 2.3
H -0.255853 1.427069 -3.575006 -1.0 -2.1 -1.0
H -2.640159 1.281233 -4.816351 0.1 -1.5 1.7
H -2.705741 -0.615281 -4.312591 0.4 2.6 0.5
H -2.594801 -0.176350 -1.857952 -1.0 2.3 -1.1
H -1.894579 1.536349 -2.049716 -2.3 -1.3 -0.9
H -5.639515 2.867966 -2.834698 2.4 -0.8 -0.8
H -4.936542 1.795650 -4.201078 1.1 1.4 2.1
H -4.349702 4.696163 -3.477209 1.4 -2.4 -0.5
H -3.196773 3.004798 -6.020499 -1.6 1.1 1.1
H -5.068248 3.581268 -5.755963 2.2 0.0 0.4
H -3.633842 4.825694 -5.817934 -0.7 -2.5 0.8
H -3.597823 1.247679 -0.038964 -1.5 1.2 -2.0
H -5.399341 1.900397 -0.522998 2.7 -0.3 -0.6
H -4.177318 4.290329 -1.153771 0.8 -1.9 1.2
H -1.492535 2.799042 -0.328113 -1.4 1.7 0.3
H -2.139176 3.674939 1.205657 -0.2 -0.3 -2.9
H -1.828886 4.730507 -0.319659 -0.8 -2.6 0.5
H -6.233984 0.806849 -2.497049 2.4 -1.1 0.9
H -4.976011 -0.240780 -3.415571 0.1 1.2 2.4
H -3.982576 -1.154336 -0.373939 -0.7 0.8 -0.8
C -1.235404 -2.939926 3.009691 0.1 0.0 -0.1
C -0.991455 -1.566875 2.951726 0.3 -0.2 -0.2
C 0.179772 -1.088493 2.361157 0.0 0.0 -0.1
C 1.101918 -1.998006 1.825242 -0.8 -0.3 0.4
C 0.863165 -3.377282 1.888949 0.0 0.1 0.0
C -0.310377 -3.843892 2.484552 0.1 0.4 0.0
N 2.322945 -1.500267 1.180398 0.9 0.5 -0.3
O 2.507075 -0.274128 1.160899 -0.2 -1.8 0.1
O 3.097363 -2.333812 0.688951 -1.2 1.4 0.5
H -2.152712 -3.307915 3.466125 0.2 0.1 -0.1
H -1.716478 -0.868673 3.364533 0.2 -0.1 -0.1
H 0.355133 -0.015549 2.323805 0.1 -0.3 -0.1
H 1.572600 -4.094489 1.481442 -0.1 0.3 0.1
H -0.506292 -4.912628 2.536194 0.1 0.2 0.0
C 4.007639 3.280341 4.536044 -0.1 0.0 0.0
C 3.040089 3.638125 5.476245 -0.2 -0.1 -0.4
C 1.688754 3.636539 5.125126 0.0 0.0 0.0
C 1.315517 3.268850 3.825022 0.9 0.0 0.2
C 2.285323 2.916653 2.876920 0.0 0.0 0.0
C 3.633851 2.924725 3.238962 -0.3 0.1 0.2
N -0.105181 3.240614 3.457200 -1.0 0.2 0.4
O -0.931507 3.577189 4.318365 1.2 -0.6 -1.6
O -0.397209 2.878041 2.308591 0.3 0.3 1.4
H 5.059657 3.277641 4.816137 -0.2 0.0 -0.1
H 3.339358 3.915521 6.484730 -0.1 -0.1 -0.2
H 0.946906 3.917830 5.869365 0.0 -0.1 -0.3
H 2.010031 2.633993 1.862985 -0.1 0.1 0.3
H 4.394026 2.649972 2.511026 -0.2 0.0 0.1
C 5.345752 -5.636024 -0.030197 0.1 -0.1 0.2
C 5.241290 -4.610256 0.910563 0.2 -0.3 0.0
C 5.979567 -4.668348 2.094187 0.1 -0.1 0.0
C 6.826728 -5.761086 2.324432 -0.6 0.1 -0.9
C 6.927664 -6.796019 1.385183 0.0 0.1 0.0
C 6.182240 -6.728219 0.206449 0.0 0.3 0.3
N 7.624735 -5.815478 3.555163 0.8 -0.1 1.2
O 7.493332 -4.890053 4.370041 0.2 -1.4 -1.2
O 8.386880 -6.780938 3.707020 -1.2 1.4 -0.2
H 4.772403 -5.583539 -0.954166 0.1 0.0 0.2
H 4.586075 -3.763032 0.719620 0.3 -0.3 0.1
H 5.887119 -3.860924 2.817287 0.2 -0.3 -0.1
H 7.577467 -7.652313 1.553305 -0.1 0.3 0.2
H 6.256003 -7.525137 -0.530251 0.0 0.1 0.2
```
Forces are in eV/Å.

Results
HOMO-LUMO gap: 0.293 Ha
E_HOMO: -11.22 eV
net charge: +1

---

Q: Look up the net charge of the first one.
A: +1